{"formula": "C3H5I2N2", "method": "ωB97M-V/def2-TZVPD", "e_lumo_ev": -5.3, "e_homo_ev": -12.4163, "largest_force_ev_per_a": 4.8, "e_above_lowest_kcal_mol": 48.11, "gap_ev": 7.09, "charge": 1, "elements": ["H", "H", "C", "H", "I", "N", "C", "H", "I", "H", "N", "C"], "xyz": [[3.5395, -0.0783, 0.0536], [-2.3531, 1.7439, -1.2449], [-1.8771, 0.8093, -1.6390], [-1.8675, 0.8561, -2.7262], [-0.3448, -1.2321, 4.5432], [0.4706, 0.1805, -0.7659], [1.6845, -0.3819, -0.5723], [-0.2926, -0.4681, 5.8393], [1.5776, -2.4855, -0.8254], [-2.6001, 0.1586, -1.2186], [2.6385, 0.4055, -0.2859], [-0.5754, 0.4921, -1.1577]], "forces_ev_per_a": [[-1.7, 0.8, -1.2], [1.3, -0.1, -0.3], [-0.8, 1.8, 0.1], [-0.1, -0.2, 0.0], [-0.1, -1.3, -2.2], [-4.2, 1.6, -1.9], [3.5, -0.5, 1.1], [0.1, 1.3, 2.2], [0.2, 0.4, 0.2], [-0.5, -1.6, 0.0], [0.3, -1.8, 0.9], [2.0, -0.3, 1.2]]}

=====

{"formula": "CH3N3S2", "method": "ωB97M-V/def2-TZVPD", "e_lumo_ev": 0.0, "e_homo_ev": -7.5797, "largest_force_ev_per_a": 3.6, "e_above_lowest_kcal_mol": 37.41, "gap_ev": 7.55, "smiles": "NN1N=CSS1", "charge": 0, "elements": ["H", "S", "H", "N", "H", "C", "S", "N", "N"], "xyz": [[-1.4901, 2.4264, 0.1941], [-3.0955, 0.5899, -0.1742], [0.5895, -2.2413, 0.3042], [-0.5744, 0.7064, 0.4975], [0.9338, -0.9972, -1.0477], [-1.5875, 1.4085, 0.2398], [-2.3834, -1.3339, 0.0343], [0.6076, -1.2848, -0.0322], [-0.4252, -0.5797, 0.5400]], "forces_ev_per_a": [[-0.1, 2.4, 0.3], [-0.2, -0.2, -0.4], [0.1, 0.4, -0.5], [2.5, 0.6, -1.0], [-1.2, -1.2, 2.6], [0.0, -3.6, 0.1], [0.3, 0.7, 0.1], [0.1, 2.9, -1.9], [-1.5, -2.0, 0.8]]}

=====

{"formula": "C4H4S2", "method": "ωB97M-V/def2-TZVPD", "e_lumo_ev": -0.4, "e_homo_ev": -8.4603, "largest_force_ev_per_a": 6.0, "e_above_lowest_kcal_mol": 119.96, "gap_ev": 8.04, "charge": 0, "elements": ["C", "C", "C", "H", "H", "C", "H", "H", "S", "S"], "xyz": [[2.6852, 0.1147, -0.8870], [-0.6189, 0.6205, -0.3273], [0.9515, -0.0098, -0.5899], [-1.9454, -0.9957, 0.2126], [-0.4208, 1.4694, 0.1533], [-1.0140, -0.5819, 0.5168], [-1.2389, 0.6572, -1.2374], [-0.9400, -0.3502, 1.6105], [0.4285, -1.6896, 0.0563], [2.1127, 0.7653, 0.4921]], "forces_ev_per_a": [[-2.5, 0.0, -1.3], [1.9, -4.5, -3.4], [0.0, -1.1, 1.0], [-0.7, -0.4, 0.2], [-0.1, 3.6, 1.7], [1.4, 0.1, 1.2], [0.5, 0.4, 0.3], [-0.4, -0.3, -0.9], [-0.7, 1.4, -0.4], [0.6, 0.7, 1.6]]}

=====

{"formula": "C39H39N3O6PdSe2Te", "method": "ωB97M-V/def2-TZVPD", "e_lumo_ev": [0.1, -2.0], "e_homo_ev": [-7.1521, -7.0730], "largest_force_ev_per_a": 0.7, "e_above_lowest_kcal_mol": 0.00, "gap_ev": [7.25, 5.09], "s_squared": 6.015, "charge": 0, "multiplicity": 5, "elements": ["C", "C", "C", "C", "H", "H", "H", "C", "H", "C", "O", "H", "H", "C", "C", "C", "N", "H", "C", "C", "C", "H", "C", "O", "H", "C", "H", "H", "C", "C", "H", "C", "H", "O", "C", "C", "C", "Te", "C", "H", "H", "C", "C", "Se", "N", "C", "H", "H", "C", "Pd", "O", "H", "H", "C", "H", "C", "H", "C", "H", "H", "H", "C", "H", "H", "C", "H", "C", "C", "C", "H", "H", "C", "H", "H", "C", "C", "C", "O", "C", "H", "N", "H", "Se", "H", "H", "C", "H", "H", "H", "H", "O"], "xyz": [[-1.2419, -2.9986, 1.2732], [-5.1871, -3.6268, -0.5492], [3.2611, -4.4493, -0.3668], [-2.8283, -3.4174, -0.9527], [-0.2224, 4.1129, -0.2782], [4.0603, 1.3964, 4.6401], [-5.9998, -5.6067, -0.7152], [-5.1104, -4.9933, -0.7808], [4.3627, 0.3130, -2.1996], [3.3982, 0.4561, 1.4165], [0.7943, 1.7222, 0.4072], [4.0874, -3.4149, -3.4849], [1.9074, 0.5900, 4.5858], [-0.4974, -0.7921, -2.5664], [3.4724, -3.7484, -2.6585], [-1.6167, -2.5287, -1.0366], [-3.1134, 2.4247, -0.0116], [-2.6962, 4.3847, -0.5234], [-0.0143, -3.6184, 1.9158], [-2.7484, -4.7863, -1.1788], [-2.1054, -2.3977, -3.4455], [6.1237, 1.7523, 3.5778], [1.8902, -4.6225, -0.5369], [5.5508, 1.0604, 3.2357], [-4.8240, 2.3418, -1.2418], [-1.2363, -0.7482, -4.9003], [1.6438, -3.7261, -3.7932], [-2.0220, -3.7508, 1.1580], [-2.0327, -1.8738, -4.7232], [1.5738, 2.8425, -3.0360], [2.2931, -0.4439, -3.3243], [1.4218, 1.5068, -3.3804], [-1.2064, -0.2449, -5.8606], [-3.4589, 0.2340, 0.4936], [3.7575, -1.0499, 3.4532], [-2.8247, -2.4736, -5.8556], [2.7092, 3.2643, -2.3586], [0.7226, -5.4268, 1.0234], [0.1910, 1.0947, -4.1342], [4.6067, 2.6875, -1.5397], [-2.7050, -1.8854, -6.7653], [1.3193, -4.3527, -1.7777], [-3.8884, -5.5724, -1.0934], [0.3392, -0.4044, 2.9475], [-0.9069, -2.3308, 0.0196], [4.0484, -4.0121, -1.4247], [2.7840, 1.2907, 1.0755], [-2.7702, -3.2369, -3.2864], [-4.5418, 2.6074, -0.2220], [0.4109, -0.5554, 0.3924], [0.2333, -0.2483, -1.6715], [-0.2430, -3.9082, 2.9427], [-3.8909, -2.5113, -5.6234], [-0.9107, 3.3039, -0.0954], [4.4404, 0.6427, 1.1664], [-0.4346, 1.9970, 0.2726], [0.2583, -4.4903, -1.9321], [-4.0504, -2.8350, -0.6347], [3.9213, 2.3532, 3.1488], [-2.5033, -3.4935, -6.0775], [1.6157, 1.6582, 3.2111], [-1.3790, -1.9034, -2.3501], [3.8490, -1.0091, 4.5452], [-4.7997, 3.6477, -0.0329], [3.5756, 1.0226, -2.4236], [-3.8202, -6.6382, -1.2702], [2.4254, 0.5985, -3.0694], [2.1055, -3.9194, -2.8334], [4.2042, 1.3750, 3.5535], [3.1106, -2.9064, 3.3518], [2.8133, 4.3035, -2.0728], [-2.2422, 3.4468, -0.2306], [-6.1369, -3.1718, -0.2987], [-1.7941, -5.2418, -1.4109], [1.8855, 0.6364, 3.4963], [-0.4886, -0.2074, -3.8706], [-2.6533, 1.1425, 0.3372], [2.8062, -2.0370, 3.0717], [3.2806, 0.3057, 2.9436], [4.7411, -1.2716, 3.0340], [-1.3130, 0.9992, 0.4724], [0.7899, 3.5417, -3.2968], [2.8485, -1.0476, 0.3062], [-4.0964, -1.7690, -0.4421], [-5.0810, 1.9619, 0.4641], [3.7132, 2.3571, -2.0554], [-1.6474, -2.2300, 1.9425], [0.8224, -2.9224, 1.9426], [5.1141, -3.8827, -1.2839], [3.7159, -4.6653, 0.5918], [-0.2579, 1.8566, -4.9715]], "forces_ev_per_a": [[0.0, 0.0, 0.0], [0.0, 0.0, 0.0], [0.0, 0.0, 0.0], [0.0, 0.0, 0.0], [0.0, 0.0, 0.0], [0.0, 0.0, 0.0], [0.0, 0.0, 0.0], [0.0, 0.0, 0.0], [0.0, 0.0, 0.0], [0.0, 0.0, -0.1], [-0.1, 0.1, 0.1], [0.0, 0.0, 0.0], [0.0, 0.0, 0.0], [0.0, 0.0, 0.1], [0.0, 0.0, 0.0], [0.0, 0.1, -0.1], [0.0, 0.0, 0.0], [0.0, 0.0, 0.0], [0.0, 0.0, 0.0], [0.0, 0.0, 0.0], [0.0, 0.0, 0.0], [0.0, 0.0, 0.0], [0.0, 0.1, 0.0], [0.0, 0.0, 0.0], [0.0, 0.0, 0.0], [0.0, 0.0, 0.0], [0.0, 0.1, 0.0], [0.0, 0.0, 0.0], [0.0, 0.0, 0.0], [0.0, 0.0, 0.0], [0.0, -0.1, 0.0], [0.0, 0.0, 0.0], [0.0, 0.0, 0.0], [0.0, 0.0, 0.0], [0.0, 0.0, 0.0], [0.0, 0.0, 0.0], [0.0, 0.0, 0.0], [-0.1, 0.0, 0.0], [0.0, 0.1, 0.1], [0.0, 0.0, 0.0], [0.0, 0.0, 0.0], [0.0, 0.0, 0.0], [0.0, 0.0, 0.0], [0.1, 0.0, 0.1], [0.2, -0.1, 0.0], [0.0, 0.0, 0.0], [0.0, 0.0, 0.0], [0.0, 0.0, 0.0], [0.0, 0.0, 0.0], [-0.7, 0.3, 0.1], [0.1, 0.0, -0.1], [0.0, 0.0, 0.0], [0.0, 0.0, 0.0], [0.0, 0.0, 0.0], [0.0, 0.0, 0.0], [0.1, 0.0, 0.0], [0.0, 0.0, 0.0], [0.0, 0.0, 0.0], [0.0, 0.0, 0.0], [0.0, 0.0, 0.0], [0.0, 0.0, 0.0], [0.0, 0.0, 0.0], [0.0, 0.0, 0.0], [0.0, 0.0, 0.0], [0.0, 0.0, 0.0], [0.0, 0.0, 0.0], [0.1, 0.0, 0.0], [0.0, 0.1, 0.0], [0.0, 0.0, 0.0], [0.0, 0.0, 0.0], [0.0, 0.0, 0.0], [0.0, 0.0, 0.0], [0.0, 0.0, 0.0], [0.0, 0.0, 0.0], [0.0, 0.1, 0.0], [0.0, 0.0, 0.0], [0.0, -0.1, -0.1], [0.0, 0.0, 0.0], [0.0, 0.0, 0.0], [0.0, 0.0, 0.0], [0.0, 0.0, 0.1], [0.0, 0.0, 0.0], [0.2, -0.3, 0.0], [0.0, 0.0, 0.0], [0.0, 0.0, 0.0], [0.0, 0.0, 0.0], [0.0, 0.0, 0.0], [0.0, -0.1, 0.0], [0.0, 0.0, 0.0], [0.0, 0.0, 0.0], [0.0, 0.0, 0.0]]}